Record 1
This record from OMol25 describes a gas-phase ion, C3H5N2O2S (charge +1). The level of theory is ωB97M-V/def2-TZVPD.

Structure (XYZ):
```
13
C3H5N2O2S | OMol25 | ωB97M-V/def2-TZVPD
C 0.14 0.59 0.56
C -0.81 -1.97 0.04
C -0.59 1.65 -0.25
N 1.51 0.66 0.65
N -0.36 -0.86 0.31
O 2.32 -0.80 -1.19
O -0.61 -0.22 1.44
S 2.69 0.26 -0.28
H -1.50 -2.39 0.70
H -0.58 -2.48 -0.89
H -0.31 1.71 -1.36
H -0.27 2.45 0.30
H -1.63 1.41 -0.04
```

Properties
Charge   +1
Energy relative to the best compared isomer or geometry (same formula, charge and spin)   3.241 eV
LUMO   -5.835 eV
Gap between HOMO and LUMO   0.3670 hartree
HOMO level   -0.5814 Ha

---

Record 2
This record from OMol25 describes a molecular structure, C30H50OP4Pm. The level of theory is ωB97M-V/def2-TZVPD.

Structure (XYZ):
```
86
C30H50OP4Pm | OMol25 | ωB97M-V/def2-TZVPD
Pm -0.14 0.38 -0.23
P -3.15 0.75 -0.93
P 1.19 0.73 -3.36
P -0.69 3.23 -0.04
H 0.58 -0.02 4.34
C -0.13 0.69 4.76
C -1.45 0.50 4.61
H -1.87 -0.34 4.04
C -4.28 -0.70 -1.14
C -3.61 1.62 -2.51
C -4.27 1.73 0.20
C 2.92 0.72 -3.17
C 0.47 -0.74 -4.10
C 0.43 2.27 -3.84
C -1.13 3.57 1.71
C -1.80 4.40 -0.94
C 0.89 4.16 -0.17
H 0.28 1.51 5.35
H -2.16 1.13 5.14
H -4.33 -1.26 -0.20
H -3.87 -1.38 -1.90
H -5.31 -0.44 -1.44
H -2.90 1.31 -3.29
H -3.54 2.71 -2.42
H -4.62 1.36 -2.87
H -3.92 1.60 1.23
H -5.32 1.39 0.17
H -4.25 2.81 -0.02
H 3.38 0.98 -4.15
H 3.25 -0.27 -2.81
H 3.20 1.45 -2.40
H 1.11 -0.88 -4.97
H -0.58 -0.58 -4.37
H 0.52 -1.62 -3.44
H 1.11 2.63 -4.62
H 0.37 3.02 -3.02
H -0.60 2.13 -4.21
H -0.85 4.60 1.96
H -0.60 2.89 2.39
H -2.21 3.44 1.87
H -1.50 5.43 -0.72
H -2.85 4.27 -0.66
H -1.70 4.24 -2.02
H 0.70 5.21 0.11
H 1.26 4.12 -1.20
H 1.64 3.73 0.50
C 2.47 1.13 1.54
C 3.55 1.30 0.62
C 4.51 2.25 0.94
C 4.40 3.03 2.08
C 3.32 2.87 2.94
C 2.39 1.90 2.71
O 1.39 0.34 1.32
H 0.11 0.53 -2.33
H 3.63 0.70 -0.30
H 5.34 2.41 0.27
H 5.16 3.75 2.32
H 3.16 3.50 3.80
H 1.48 1.78 3.31
C -1.80 -3.40 -0.99
P -0.34 -2.52 -0.31
C -0.42 -2.92 1.50
C -1.62 -3.28 2.13
C -1.62 -3.57 3.50
C -0.45 -3.45 4.25
C 0.73 -3.03 3.63
C 0.74 -2.75 2.26
C 0.97 -3.69 -0.86
C 2.01 -3.24 -1.68
C 2.94 -4.15 -2.20
C 2.85 -5.51 -1.87
C 1.83 -5.96 -1.03
C 0.90 -5.05 -0.51
H -1.75 -4.47 -0.77
H -2.73 -2.98 -0.59
H -1.79 -3.25 -2.08
H -2.55 -3.33 1.56
H -2.55 -3.90 3.98
H -0.46 -3.67 5.32
H 1.65 -2.92 4.21
H 1.65 -2.38 1.78
H 2.10 -2.17 -1.91
H 3.73 -3.80 -2.86
H 3.58 -6.21 -2.28
H 1.76 -7.01 -0.77
H 0.11 -5.41 0.15
```

Properties
Multiplicity   5
Charge   +3
LUMO (alpha / beta)   -10.359 / -10.269 eV
Gap between HOMO and LUMO (alpha / beta)   0.1913 / 0.1953 hartree
HOMO level (alpha / beta)   -0.5720 / -0.5727 Ha

---

no.,molecular weight (Da),strongest force on any atom (eV/Å)
1,133.152,3.5
2,695.625,4.4